A 16-piece molecular cluster, C38H59Cl45N3O6P2 overall in a non-equilibrium geometry. Source: the OMol25 dataset; level of theory: ωB97M-V/def2-TZVPD.

```
! wB97M-V def2-TZVPD RIJCOSX def2/J DEFGRID3
* xyz 1 1
C -7.048 -3.036 0.520
P -5.458 -3.113 -0.419
O -5.851 -3.954 -1.824
C -4.193 -4.193 0.505
N -4.749 -4.304 1.875
C -3.912 -5.077 2.794
O -4.639 -6.221 3.230
C -2.649 -5.632 2.122
N -1.886 -4.711 1.198
P -1.045 -5.844 0.081
O -1.930 -6.486 -0.878
O -0.531 -7.017 1.080
O 0.297 -5.227 -0.479
C -2.731 -3.638 0.492
C -2.598 -2.236 1.203
C -2.500 -2.237 2.733
O -2.871 -1.281 3.335
C -2.184 -3.331 -0.965
C -2.652 -1.980 -1.605
C -1.496 -0.910 -1.701
C -1.665 0.087 -2.902
C -1.906 1.556 -2.415
C -0.918 2.589 -3.041
C -1.076 3.993 -2.366
C 0.285 4.754 -2.115
C 0.093 6.264 -2.384
C 1.367 7.122 -2.079
C 1.416 7.413 -0.540
C 1.139 8.916 -0.187
N 1.701 9.156 1.156
C 3.017 9.388 1.287
C 3.223 9.533 2.665
C 1.946 9.376 3.287
C 0.976 9.122 2.290
H -6.943 -3.034 1.613
H -7.510 -2.067 0.254
H -7.772 -3.797 0.174
H -5.112 -4.521 -2.084
H -4.233 -5.170 -0.024
H -4.891 -3.358 2.227
H -3.693 -4.494 3.704
H -5.236 -5.877 3.908
H -2.978 -6.498 1.522
H -1.958 -5.943 2.920
H -1.115 -4.297 1.746
H -0.868 -7.857 0.727
H 0.589 -5.726 -1.268
H -3.435 -1.575 0.932
H -1.630 -1.833 0.842
H -2.072 -3.088 3.323
H -1.096 -3.181 -0.805
H -2.404 -4.135 -1.682
H -2.930 -2.187 -2.656
H -3.502 -1.467 -1.150
H -1.553 -0.321 -0.762
H -0.492 -1.369 -1.731
H -2.518 -0.241 -3.518
H -0.717 0.051 -3.470
H -1.803 1.664 -1.321
H -2.938 1.862 -2.673
H 0.091 2.197 -2.865
H -1.064 2.664 -4.135
H -1.756 4.586 -3.005
H -1.604 3.810 -1.409
H 1.071 4.332 -2.795
H 0.595 4.559 -1.073
H -0.707 6.631 -1.715
H -0.141 6.390 -3.455
H 2.252 6.494 -2.301
H 1.404 8.062 -2.649
H 2.433 7.173 -0.187
H 0.704 6.821 0.059
H 0.044 9.054 -0.171
H 1.542 9.609 -0.941
H 3.725 9.421 0.464
H 4.197 9.711 3.114
H 1.782 9.423 4.397
H -0.084 8.939 2.425
C 3.880 3.371 -0.545
Cl 2.872 2.094 -1.248
Cl 4.654 4.327 -1.810
Cl 2.929 4.403 0.517
H 4.655 2.899 0.047
C 2.156 -0.336 1.847
Cl 1.082 1.054 1.969
Cl 1.563 -1.470 0.610
Cl 3.798 0.178 1.472
H 2.167 -0.846 2.803
C 5.085 -3.963 1.886
Cl 5.411 -3.083 0.391
Cl 6.414 -3.771 3.026
Cl 3.561 -3.420 2.607
H 4.990 -5.016 1.648
C 4.066 8.149 6.891
Cl 2.999 8.505 5.517
Cl 3.220 8.394 8.424
Cl 4.709 6.503 6.805
H 4.900 8.840 6.850
C 2.206 3.557 -5.811
Cl 1.099 2.534 -6.734
Cl 1.716 5.250 -5.906
Cl 2.286 3.030 -4.127
H 3.195 3.463 -6.245
C 4.352 -2.265 -3.541
Cl 4.429 -2.326 -5.299
Cl 3.946 -0.652 -2.974
Cl 3.163 -3.420 -2.928
H 5.325 -2.534 -3.148
C -10.138 -3.187 3.334
Cl -9.946 -2.523 1.709
Cl -8.679 -2.907 4.295
Cl -11.547 -2.490 4.131
H -10.289 -4.256 3.249
C 4.669 -6.287 -5.684
Cl 4.954 -5.220 -7.058
Cl 5.769 -5.903 -4.355
Cl 2.988 -6.176 -5.141
H 4.856 -7.305 -6.000
C -2.542 10.686 -2.092
Cl -1.445 9.659 -3.023
Cl -2.084 10.695 -0.387
Cl -2.562 12.326 -2.741
H -3.542 10.276 -2.173
C 9.664 -4.982 -3.285
Cl 9.998 -4.207 -4.835
Cl 11.003 -4.734 -2.162
Cl 8.155 -4.371 -2.598
H 9.555 -6.047 -3.454
C 12.485 -1.215 -3.500
Cl 12.822 -0.444 -5.052
Cl 13.827 -0.971 -2.380
Cl 10.980 -0.597 -2.812
H 12.370 -2.279 -3.666
C -3.457 -2.751 6.559
Cl -4.224 -2.878 8.136
Cl -2.373 -4.124 6.276
Cl -4.669 -2.652 5.278
H -2.867 -1.842 6.536
C 4.790 -10.508 -5.017
Cl 3.742 -11.789 -5.621
Cl 5.617 -9.702 -6.355
Cl 3.861 -9.347 -4.051
H 5.541 -10.955 -4.377
C -15.341 -3.288 3.624
Cl -16.556 -2.673 2.501
Cl -15.960 -3.282 5.276
Cl -14.827 -4.913 3.157
H -14.478 -2.635 3.581
C 1.673 2.413 7.457
Cl 2.890 1.254 6.896
Cl 2.147 4.059 7.046
Cl 0.085 2.023 6.784
H 1.609 2.338 8.535
*
```

C38H59SSn as an isolated structure in a non-equilibrium geometry. Source: the OMol25 dataset; level of theory: ωB97M-V/def2-TZVPD.

```
! wB97M-V def2-TZVPD RIJCOSX def2/J DEFGRID3
* xyz -1 1
C -4.641 2.648 1.773
C -3.859 1.598 1.047
C -3.238 0.576 1.758
C -2.526 -0.437 1.107
C -1.928 -1.501 1.974
C -2.336 -0.383 -0.288
C -1.461 -1.396 -1.026
C -2.142 -2.767 -1.173
C 0.000 -1.511 -0.485
C 0.628 -0.212 -0.189
C 1.995 0.065 -0.024
C 2.510 1.377 -0.358
C 1.668 2.395 -1.067
C 3.827 1.694 -0.073
C 4.697 0.774 0.526
C 6.086 1.184 0.893
C 4.230 -0.516 0.794
C 2.925 -0.899 0.516
C 2.533 -2.301 0.841
C -2.986 0.633 -1.013
C -2.874 0.707 -2.512
C -3.726 1.606 -0.344
H -5.054 3.381 1.076
H -5.472 2.204 2.338
H -4.002 3.175 2.494
H -3.303 0.559 2.851
H -1.886 -2.495 1.516
H -0.904 -1.216 2.244
H -2.475 -1.582 2.922
H -1.349 -1.023 -2.051
H -3.120 -2.633 -1.654
H -1.535 -3.427 -1.808
H -2.303 -3.264 -0.210
H 0.016 -2.132 0.424
H 0.573 -2.067 -1.256
H -0.042 0.647 -0.244
H 2.251 3.311 -1.221
H 1.345 2.041 -2.056
H 0.774 2.665 -0.492
H 4.196 2.695 -0.320
H 6.626 0.353 1.356
H 6.639 1.507 0.001
H 6.077 2.029 1.597
H 4.904 -1.249 1.245
H 3.421 -2.853 1.169
H 1.812 -2.337 1.668
H 2.114 -2.836 -0.018
H -3.471 1.545 -2.886
H -1.838 0.878 -2.834
H -3.241 -0.209 -2.996
H -4.196 2.400 -0.925
C -1.110 -1.346 11.962
C -2.147 -1.869 10.972
C -1.515 -2.439 9.688
C -2.566 -2.954 8.695
Sn -1.772 -3.835 6.871
C -0.488 -5.445 7.562
C 0.186 -6.189 6.397
C 1.704 -5.964 6.388
C 2.387 -6.620 5.191
C -3.361 -4.670 5.659
C -4.760 -4.460 6.262
C -5.598 -3.456 5.464
C -6.987 -3.248 6.061
C -0.684 -2.439 5.641
C -0.794 -1.064 5.746
C -0.063 -0.322 4.754
C 0.622 -1.120 3.857
S 0.404 -2.782 4.287
H -1.611 -0.943 12.844
H -0.435 -2.141 12.294
H -0.505 -0.547 11.523
H -2.751 -2.651 11.450
H -2.840 -1.063 10.699
H -0.901 -1.658 9.207
H -0.825 -3.256 9.958
H -3.164 -3.762 9.145
H -3.245 -2.147 8.385
H 0.240 -5.002 8.257
H -1.181 -6.089 8.118
H -0.035 -7.266 6.478
H -0.238 -5.870 5.428
H 1.906 -4.882 6.387
H 2.123 -6.358 7.324
H 3.471 -6.547 5.299
H 2.123 -7.680 5.110
H 2.104 -6.121 4.257
H -3.260 -4.219 4.665
H -3.097 -5.732 5.605
H -5.285 -5.428 6.300
H -4.690 -4.120 7.308
H -5.068 -2.494 5.413
H -5.688 -3.811 4.429
H -7.581 -2.600 5.414
H -7.521 -4.197 6.171
H -6.923 -2.778 7.048
H -1.383 -0.574 6.519
H -0.053 0.764 4.717
H 1.279 -0.792 3.058
*
```

C38H61FN2O5W as an isolated structure in a non-equilibrium geometry. Source: the OMol25 dataset; level of theory: ωB97M-V/def2-TZVPD.

Calculated values
ΔE to the lowest compared entry with this formula, charge and spin   49.4 kJ/mol

```
! wB97M-V def2-TZVPD RIJCOSX def2/J DEFGRID3
* xyz 2 1
W -1.757 0.064 0.500
C -4.401 1.684 1.306
N -3.149 1.236 1.986
C -3.554 0.346 3.114
C -2.460 2.435 2.544
C -0.960 2.278 2.495
N -0.532 1.863 1.132
C -0.653 3.048 0.199
C -0.556 2.684 -1.252
C 0.400 3.207 -2.088
C 0.408 2.866 -3.441
C -0.577 1.995 -3.878
C -1.567 1.422 -3.067
C -1.509 1.796 -1.734
O -2.361 1.299 -0.712
C -2.628 0.548 -3.767
C -3.573 1.494 -4.527
C -1.953 -0.416 -4.767
C -3.479 -0.294 -2.815
C 1.467 3.448 -4.370
C 1.363 4.982 -4.349
C 2.855 3.016 -3.871
C 1.292 2.965 -5.810
C 0.918 1.469 1.184
C 1.271 0.132 1.807
C 2.621 -0.171 1.863
C 3.075 -1.337 2.466
C 2.123 -2.137 3.095
C 0.755 -1.887 3.070
C 0.353 -0.767 2.340
O -0.999 -0.501 2.059
C -0.210 -2.740 3.916
C -1.404 -3.302 3.127
C -0.727 -1.835 5.051
C 0.494 -3.942 4.550
C 4.557 -1.694 2.441
C 4.825 -3.041 3.112
C 5.019 -1.779 0.975
C 5.361 -0.606 3.171
H -5.024 2.217 2.023
H -4.947 0.823 0.939
H -4.165 2.341 0.478
H -4.214 0.899 3.780
H -2.680 0.021 3.667
H -4.082 -0.520 2.734
H -2.768 2.596 3.575
H -2.775 3.308 1.980
H -0.614 1.536 3.208
H -0.485 3.227 2.744
H 0.124 3.760 0.476
H -1.618 3.511 0.384
H 1.137 3.892 -1.681
H -0.594 1.738 -4.926
H -3.018 2.111 -5.236
H -4.104 2.158 -3.840
H -4.312 0.915 -5.087
H -1.664 0.092 -5.688
H -2.653 -1.203 -5.050
H -1.057 -0.880 -4.346
H -4.120 0.315 -2.181
H -2.864 -0.942 -2.193
H -4.128 -0.944 -3.402
H 1.576 5.394 -3.360
H 0.365 5.310 -4.651
H 2.085 5.410 -5.048
H 3.068 3.410 -2.873
H 3.626 3.393 -4.546
H 2.934 1.926 -3.837
H 0.330 3.272 -6.227
H 1.384 1.877 -5.888
H 2.073 3.405 -6.431
H 1.423 2.245 1.760
H 1.303 1.508 0.169
H 3.325 0.534 1.432
H 2.467 -3.005 3.634
H -1.979 -2.535 2.620
H -2.076 -3.809 3.824
H -1.065 -4.043 2.397
H -1.309 -0.996 4.658
H 0.102 -1.431 5.635
H -1.371 -2.408 5.722
H 0.952 -4.592 3.799
H -0.243 -4.533 5.096
H 1.261 -3.638 5.265
H 4.272 -3.852 2.628
H 4.573 -3.026 4.176
H 5.888 -3.274 3.033
H 4.442 -2.530 0.428
H 6.072 -2.064 0.936
H 4.914 -0.823 0.457
H 5.055 -0.527 4.217
H 5.242 0.374 2.702
H 6.424 -0.857 3.147
C -0.922 -3.457 -2.151
C -0.378 -2.709 -0.943
C 0.713 -3.498 -0.231
O -1.443 -2.344 -0.027
C 0.213 -1.373 -1.348
O 1.019 -1.183 -2.179
O -0.288 -0.339 -0.554
H -1.086 -4.504 -1.893
H -0.193 -3.416 -2.961
H -1.858 -3.024 -2.504
H 0.313 -4.454 0.110
H 1.110 -2.950 0.623
H 1.523 -3.695 -0.936
H -2.004 -3.110 0.138
F -3.352 -0.862 0.572
*
```

A 10-piece molecular cluster, C38H61NO27 overall in a non-equilibrium geometry. Source: the OMol25 dataset; level of theory: ωB97M-V/def2-TZVPD.

Calculated values
SMILES string   C[C@H]1COC(=O)O1.C[C@H]1COC(=O)O1.C[C@H]1COC(=O)O1.C[C@H]1COC(=O)O1.C[C@H]1COC(=O)O1.C[C@H]1COC(=O)O1.C[C@H]1COC(=O)O1.COC(=O)OC.COC(=O)OC.CCCC#N
ΔE to the lowest compared entry with this formula, charge and spin   0.0 kJ/mol

```
! wB97M-V def2-TZVPD RIJCOSX def2/J DEFGRID3
* xyz 0 1
C 4.338 -2.823 2.997
C 4.096 -3.922 4.083
C 2.841 -4.754 3.757
O 3.421 -6.084 3.761
C 4.723 -5.966 3.753
O 5.441 -6.958 3.581
O 5.102 -4.766 3.917
H 4.468 -3.204 2.015
H 5.179 -2.253 3.383
H 3.466 -2.136 3.022
H 4.078 -3.421 5.034
H 2.463 -4.529 2.778
H 1.992 -4.762 4.480
C -0.856 -0.738 -5.793
C -0.648 -1.807 -4.729
C 0.825 -1.759 -4.136
O 0.538 -1.501 -2.807
C -0.754 -1.381 -2.569
O -1.182 -1.029 -1.476
O -1.466 -1.593 -3.635
H -1.964 -0.810 -6.011
H -0.253 -0.915 -6.710
H -0.682 0.238 -5.346
H -0.710 -2.853 -5.080
H 1.440 -0.986 -4.625
H 1.347 -2.751 -4.126
C 1.943 1.277 -2.776
C 2.389 2.731 -2.873
C 3.011 3.146 -4.225
O 2.127 4.218 -4.578
C 1.160 4.406 -3.638
O 0.240 5.207 -3.698
O 1.353 3.613 -2.636
H 2.827 0.643 -2.644
H 1.448 1.110 -3.707
H 1.307 1.039 -1.906
H 3.171 2.874 -2.142
H 3.035 2.250 -4.897
H 4.030 3.455 -4.077
C -7.970 0.736 1.306
C -6.996 0.165 0.223
C -6.716 1.137 -0.934
O -5.331 1.468 -0.729
C -4.823 0.734 0.228
O -3.662 0.793 0.574
O -5.714 -0.166 0.672
H -8.180 0.051 2.146
H -8.890 1.022 0.816
H -7.531 1.696 1.649
H -7.512 -0.655 -0.239
H -7.341 1.993 -1.049
H -6.800 0.567 -1.870
C -2.902 -2.227 1.488
C -2.595 -3.499 2.318
C -1.832 -3.238 3.683
O -2.581 -3.908 4.646
C -3.687 -4.371 4.164
O -4.573 -4.865 4.851
O -3.763 -4.167 2.872
H -3.682 -2.474 0.775
H -2.041 -1.835 0.942
H -3.359 -1.470 2.117
H -2.092 -4.210 1.654
H -1.755 -2.191 3.866
H -0.852 -3.704 3.520
C -1.615 2.390 -1.840
C -2.896 2.627 -2.595
C -2.669 3.215 -4.025
O -3.185 2.207 -4.836
C -3.717 1.247 -4.166
O -4.190 0.249 -4.710
O -3.581 1.400 -2.886
H -1.008 1.737 -2.466
H -1.826 2.028 -0.840
H -1.064 3.333 -1.742
H -3.563 3.197 -2.053
H -1.603 3.426 -4.259
H -3.242 4.129 -4.208
C 0.870 1.380 0.645
C 0.799 1.255 2.159
C -0.624 0.759 2.653
O -0.249 -0.311 3.530
C 1.040 -0.460 3.578
O 1.523 -1.379 4.234
O 1.668 0.459 2.835
H 1.850 1.128 0.207
H 0.390 2.298 0.294
H 0.396 0.572 0.074
H 0.965 2.213 2.526
H -1.241 0.497 1.789
H -1.125 1.584 3.165
C 4.261 -2.021 -2.381
O 3.385 -2.866 -1.682
C 2.529 -2.369 -0.865
O 2.363 -0.971 -0.701
O 1.732 -3.274 -0.161
C 0.750 -2.718 0.751
H 4.807 -1.333 -1.727
H 3.737 -1.339 -3.046
H 4.922 -2.629 -2.985
H 1.321 -2.612 1.694
H -0.087 -3.334 1.052
H 0.440 -1.762 0.432
C -3.543 3.604 1.826
O -2.537 4.172 1.011
C -1.372 4.358 1.580
O -1.139 4.186 2.988
O -0.481 4.700 0.677
C 0.871 5.029 1.071
H -3.958 4.351 2.547
H -3.204 2.667 2.289
H -4.447 3.437 1.272
H 1.453 4.888 0.159
H 1.302 4.371 1.812
H 0.828 6.063 1.413
C 4.379 1.741 2.119
C 4.574 0.424 1.321
C 5.966 -0.230 1.540
C 6.275 -1.458 0.735
N 6.520 -2.415 0.087
H 5.210 2.462 2.026
H 4.303 1.572 3.195
H 3.451 2.158 1.840
H 4.326 0.687 0.247
H 3.949 -0.428 1.608
H 6.136 -0.558 2.630
H 6.779 0.411 1.197
*
```

Number 1: frontier orbital gap 6.17 eV, E_HOMO -9.1 eV. Number 2: frontier orbital gap 3.45 eV, E_HOMO -1.4 eV. Number 3: frontier orbital gap 6.44 eV, E_HOMO -14.0 eV. Number 4: frontier orbital gap 9.99 eV, E_HOMO -10.1 eV.